Density functional theory data (the ωB97M-V functional and the def2-TZVPD basis) for a structure of composition C5H7Br9CaO3Rb in a non-equilibrium geometry.

Values from the calculation:
Energy relative to the best compared isomer or geometry (same formula, charge and spin), kJ/mol: 5.39
⟨S²⟩: 0.75
Lowest unoccupied orbital energy (spin up / spin down), eV: -7.9 / -11.5
Highest occupied orbital energy (spin up / spin down), eV: -14.3 / -14.3
Orbital gap (spin up / spin down), eV: 6.5 / 2.9
2S+1: 2
E, Eh: -24287.66996
Total charge: +2

```
26
Properties=species:S:1:pos:R:3:forces:R:3:lowdin_charge:R:1
Rb -21.2512 19.7134 9.0236 -0.48 -0.09 -0.21 0.78
Ca -17.9922 21.2103 11.6063 -1.01 1.29 0.86 1.72
O -17.9539 19.0408 10.9652 -0.05 0.25 -0.26 -0.10
H -18.4936 18.4071 11.4767 -0.14 -1.01 0.14 -0.06
C -22.0255 21.7243 12.9216 -0.69 -0.36 -0.41 0.01
C -20.6841 21.5461 12.2860 -1.19 2.10 3.18 -0.79
O -20.4637 20.6172 11.5366 1.15 -4.11 -3.75 -0.23
O -19.7398 22.2953 12.5993 1.98 1.05 0.30 -0.19
H -22.5464 22.5466 12.4311 0.13 0.42 0.34 0.02
H -21.9735 21.8713 14.0003 0.20 0.31 -0.19 0.12
H -22.6773 20.8760 12.7123 0.23 -0.21 0.06 0.07
C -26.1863 20.7692 10.0209 -0.52 0.24 -1.14 -1.46
Br -27.8356 21.9092 9.8751 1.54 -0.67 0.76 0.60
Br -26.3473 19.1619 11.1049 0.12 1.05 -0.28 0.60
Br -24.3990 21.7406 10.2424 -1.39 -0.54 0.05 0.51
H -26.1447 20.4562 8.9776 0.34 -0.17 0.45 -0.05
C -21.0790 17.3145 12.5327 -1.06 -1.62 0.86 -1.41
Br -22.6589 17.4342 11.2426 1.65 0.20 1.06 0.50
Br -19.5955 16.2248 11.8597 -0.45 0.49 -0.17 0.67
Br -21.7872 16.4131 14.2048 0.63 0.99 -1.39 0.59
H -20.5869 18.2458 12.8132 -0.93 0.14 -0.24 -0.05
C -21.8796 25.2311 11.1944 0.23 0.61 0.50 -1.59
Br -20.6784 25.3589 12.7281 0.09 0.21 -0.39 0.59
Br -21.5688 26.7029 9.9133 -0.12 -1.14 0.59 0.59
Br -23.6595 25.2610 11.8988 -0.33 0.02 -0.25 0.60
H -21.7205 24.2288 10.7966 0.07 0.52 -0.46 -0.05
```
Positions in Å, forces in eV/Å.